No. 1
Molecular formula: C2H7N4
Method: DFT, wB97M-V/def2-TZVPD

Calculated values
Multiplicity: 1
Net charge: +1
Energy relative to the best compared isomer or geometry (same formula, charge and spin), kcal/mol: 91.8

Last column: Löwdin charge in e.
Geometry (Å):
1 C -1.44221 -1.60923 0.20902  -0.388
2 C 2.02276 0.83218 -0.18525  0.150
3 N -0.33245 -1.22038 0.46356  0.124
4 N -2.60821 -1.75610 0.27355  0.195
5 N 0.80897 0.87650 0.27702  -0.127
6 N -0.22340 1.46029 -0.33007  0.098
7 H 2.86782 0.58950 0.47314  0.121
8 H 2.21367 1.34196 -1.18287  0.139
9 H 0.30650 -1.90704 0.79644  0.095
10 H -3.04581 -2.25220 -0.54470  0.131
11 H 0.60674 0.63587 1.20876  0.146
12 H 0.05841 1.82988 -1.27525  0.155
13 H -1.23281 1.17878 -0.18336  0.161


No. 2
Molecular formula: C5H7NO
Method: DFT, wB97M-V/def2-TZVPD

Calculated values
Multiplicity: 1
Energy relative to the best compared isomer or geometry (same formula, charge and spin), kcal/mol: 50.1

Last column: Löwdin charge in e.
Geometry (Å):
1 O -1.47265 1.87324 0.01069  0.046
2 C -1.38774 0.77909 0.53304  -0.277
3 C -1.22089 -0.42177 -0.34223  -0.132
4 C 0.22564 -0.86245 -0.37343  -0.330
5 C 1.24823 0.28324 -0.58183  -0.089
6 C 1.43217 0.01788 0.86851  -0.162
7 N 0.68839 -1.00987 1.02987  0.112
8 H -1.51169 -0.00764 -1.30962  0.125
9 H -1.58984 0.62783 1.60631  0.127
10 H -1.89149 -1.22474 -0.01371  0.125
11 H 0.36362 -1.76436 -0.97078  0.138
12 H 0.88371 1.26292 -0.86989  0.103
13 H 2.11279 0.03883 -1.18837  0.109
14 H 2.11976 0.40782 1.60145  0.105


No. 3
Molecular formula: CH2ClFN2O
Method: DFT, wB97M-V/def2-TZVPD

Calculated values
SMILES: NC(=O)N(F)Cl
Multiplicity: 1
Energy relative to the best compared isomer or geometry (same formula, charge and spin), kcal/mol: 7.2

Last column: Löwdin charge in e.
Geometry (Å):
1 N -0.77589 0.03148 -0.99720  0.135
2 C -0.36010 -0.16536 0.31324  -0.579
3 O -1.03249 -0.71748 1.15553  0.053
4 N 1.00963 0.25659 0.66289  -0.470
5 F 1.88010 0.49953 -0.42381  -0.088
6 Cl 1.80760 -0.42596 1.99934  0.715
7 H -0.79927 0.90701 -1.48766  0.092
8 H -1.72958 -0.38580 -1.22233  0.142


No. 4
Molecular formula: C10H16O
Method: DFT, wB97M-V/def2-TZVPD

Calculated values
SMILES: Cc1ccc(O)cc1.CCC
Multiplicity: 1
Energy relative to the best compared isomer or geometry (same formula, charge and spin), kcal/mol: 16.6

Last column: Löwdin charge in e.
Geometry (Å):
1 C -0.54041 4.14382 -0.59379  -0.057
2 C -0.61759 2.80799 0.09000  -0.289
3 C -0.50572 1.60917 -0.59736  -0.042
4 C -0.55189 0.37155 0.03058  -0.014
5 C -0.73025 0.32924 1.39782  -0.318
6 O -0.69191 -0.88627 2.03403  0.041
7 C -0.91254 1.50829 2.11922  -0.025
8 C -0.85525 2.71728 1.45840  -0.053
9 H 0.49971 4.39690 -0.80450  0.081
10 H -0.97618 4.93537 0.01977  0.074
11 H -1.09799 4.16328 -1.52641  0.074
12 H -0.48576 1.62591 -1.68553  0.117
13 H -0.49869 -0.53495 -0.56602  0.096
14 H -0.86022 -0.73897 2.96845  0.098
15 H -1.16670 1.45119 3.16751  0.111
16 H -1.02000 3.62349 2.02856  0.111
17 C 0.91190 -2.50704 -2.09027  -0.131
18 C 0.48162 -3.21257 -0.80906  -0.329
19 C 1.43155 -2.92690 0.34782  -0.127
20 H 1.90489 -2.82302 -2.41885  0.072
21 H 0.95904 -1.42154 -1.95079  0.056
22 H 0.22523 -2.71415 -2.90405  0.065
23 H -0.58443 -3.08085 -0.58901  0.098
24 H 0.56943 -4.29225 -0.99507  0.097
25 H 2.43651 -3.17850 0.00970  0.069
26 H 1.47625 -1.86573 0.61800  0.059
27 H 1.19941 -3.50075 1.24085  0.068


No. 5
Molecular formula: H40NO23Zn
Method: DFT, wB97M-V/def2-TZVPD

Calculated values
Multiplicity: 1
Net charge: +1

Last column: Löwdin charge in e.
Geometry (Å):
1 Zn -0.17164 0.26934 -0.24955  0.669
2 N 0.64325 1.81547 2.43352  -0.520
3 O 0.06881 1.09835 3.28803  0.013
4 O 1.17627 2.88201 2.70415  0.045
5 O 0.74837 1.46038 1.19904  -0.098
6 O -3.74842 0.61032 -3.02951  -0.044
7 H -3.52283 1.52207 -3.25939  0.047
8 H -4.65854 0.66317 -2.70945  0.042
9 O 3.25345 -1.08902 1.38544  -0.043
10 H 4.20412 -0.96593 1.45883  0.072
11 H 2.85448 -1.27340 2.23192  -0.013
12 O -0.73447 -2.11907 4.10391  -0.037
13 H -0.94209 -1.22269 4.39608  0.053
14 H -0.99526 -2.73031 4.79529  0.059
15 O 0.98468 -3.70638 -0.08065  -0.033
16 H 1.92292 -3.48726 -0.16479  0.067
17 H 0.92149 -4.66856 -0.01098  0.074
18 O -2.17490 -3.60677 1.06451  -0.046
19 H -2.88488 -4.03601 1.55571  0.064
20 H -1.71155 -3.02201 1.68465  0.026
21 O 2.08328 -1.92405 3.61832  -0.030
22 H 1.31961 -1.53334 4.04719  0.025
23 H 2.28126 -2.73786 4.08900  0.075
24 O -2.09293 3.51212 1.50252  -0.031
25 H -1.63901 3.51320 2.35974  0.060
26 H -1.62069 4.17841 0.98884  0.056
27 O 3.74841 -0.22262 -2.75914  -0.041
28 H 4.20777 0.29841 -2.08377  0.055
29 H 4.31965 -0.19566 -3.52767  0.053
30 O 1.69279 -0.58247 -0.83162  -0.027
31 H 2.10877 -0.35297 -1.66731  0.041
32 H 2.33500 -0.61131 -0.11983  0.013
33 O 0.57092 1.95750 -4.26346  -0.029
34 H -0.15048 1.75553 -4.86535  0.064
35 H 1.38718 1.68411 -4.70123  0.065
36 O -2.12198 0.84984 0.33811  -0.034
37 H -2.94309 0.48803 0.68755  0.022
38 H -1.94169 1.67738 0.81399  0.027
39 O -3.07781 -2.81704 -1.52568  -0.048
40 H -2.76182 -2.93410 -0.61607  0.009
41 H -4.01067 -3.03473 -1.47684  0.058
42 O 2.70787 3.83473 0.53484  -0.054
43 H 2.25158 4.08776 -0.27697  0.010
44 H 2.07146 3.39092 1.10000  -0.012
45 O -1.02477 -0.82610 -1.87147  -0.028
46 H -0.72794 -1.73256 -1.94155  0.013
47 H -1.98933 -0.77794 -1.98008  0.049
48 O -4.55356 -0.31733 0.96972  -0.031
49 H -5.18730 0.05759 0.34488  0.065
50 H -4.94796 -0.15821 1.83997  0.072
51 O -0.55537 -3.30989 -2.98806  -0.043
52 H -0.21607 -3.92468 -2.33293  0.032
53 H -1.51291 -3.30122 -2.83329  0.025
54 O -0.21008 -1.40234 1.09816  -0.038
55 H 0.28833 -2.13642 0.68959  0.032
56 H 0.23646 -1.12599 1.91046  0.042
57 O 0.66968 4.60588 -1.39338  -0.031
58 H 1.04325 4.82603 -2.25215  0.075
59 H 0.40459 5.44446 -1.00763  0.073
60 O 0.03194 1.87914 -1.49073  -0.021
61 H 0.54900 2.61232 -1.14066  0.039
62 H 0.22838 1.72049 -2.41666  0.028
63 O 4.13617 1.53101 0.72875  -0.060
64 H 3.92801 2.45423 0.59347  -0.011
65 H 3.45089 1.20605 1.31163  -0.004


No. 6
Molecular formula: C6H13N3O2
Method: DFT, wB97M-V/def2-TZVPD

Calculated values
SMILES: C#C[C@@H](C)NC.O/N=C/NO
Multiplicity: 1
Energy relative to the best compared isomer or geometry (same formula, charge and spin), kcal/mol: 162.7

Last column: Löwdin charge in e.
Geometry (Å):
1 C 0.47458 -2.13143 0.49228  0.077
2 C 0.59975 -1.25481 -0.31918  -0.091
3 C 0.73833 -0.16978 -1.32026  -0.451
4 C 2.15281 -0.17193 -1.90082  -0.059
5 N -0.25911 -0.35845 -2.36766  -0.093
6 C -0.47369 0.83323 -3.17093  -0.139
7 H 0.35928 -2.89105 1.22879  0.067
8 H 0.58769 0.79842 -0.78803  0.131
9 H 2.31667 -1.08872 -2.44246  0.080
10 H 2.89960 -0.05427 -1.10915  0.084
11 H 2.28759 0.66628 -2.60379  0.071
12 H -1.13809 -0.62306 -1.93029  0.103
13 H -1.33082 0.66644 -3.83977  0.082
14 H 0.40047 1.04742 -3.80685  0.075
15 H -0.66360 1.74344 -2.59616  0.072
16 O -1.89653 1.17226 4.90752  -0.077
17 N -1.21032 0.32612 4.06179  -0.018
18 C -1.16542 0.67692 2.84363  -0.209
19 N -0.41233 -0.01400 1.89502  -0.038
20 O -0.18409 -1.35923 2.24828  -0.129
21 H -2.24950 1.93773 4.37884  0.094
22 H -1.62259 1.59955 2.45315  0.136
23 H -0.87590 -0.03072 0.98092  0.113
24 H 0.66519 -1.32036 2.70512  0.120


HOMO values (in eV) by entry order: -14.463, -9.926, -10.015, -8.417, -12.333, -8.907.
Calculated total energy values (in eV) by entry order: -8138.2660, -8834.0305, -21333.9494, -12677.0034, -97646.6786, -14990.9947.
Frontier orbital gap values (in eV) by entry order: 9.817, 10.875, 10.270, 9.287, 9.980, 9.471.